No. 1
{
  "formula": "C2H2Cl2S2",
  "method": "ωB97M-V/def2-TZVPD",
  "species": ["C", "C", "S", "S", "Cl", "Cl", "H", "H"],
  "coordinates": [[0.38280, -0.67228, -0.23550], [-0.35970, 0.63119, 0.09481], [-0.34371, -1.87189, -1.32314], [-0.02045, 1.38693, 1.60477], [1.31698, -1.12844, 1.14454], [-1.26158, 1.61780, -1.07766], [0.91085, -2.49709, -1.30385], [-0.62520, 2.53379, 1.09602]],
  "lumo_energy_ev": [0.60, -1.74],
  "s2": 2.009,
  "multiplicity": 3,
  "relative_energy_kj_mol": 65.0,
  "gap_ev": [7.01, 8.59]
}


No. 2
{
  "formula": "C2H2Cl3NS",
  "method": "ωB97M-V/def2-TZVPD",
  "species": ["C", "C", "N", "S", "Cl", "Cl", "Cl", "H", "H"],
  "coordinates": [[-2.01378, 0.52609, -1.91056], [2.59395, 0.05538, 0.27252], [-1.79270, 1.30910, -1.04284], [-1.32573, 2.01038, 0.20369], [4.02114, -0.29726, -0.92550], [2.72444, -0.86501, 1.68973], [2.62050, 1.83119, 0.51578], [1.63876, -0.16500, -0.38857], [-2.70038, 0.39565, -2.68069]],
  "lumo_energy_ev": -0.30,
  "relative_energy_kj_mol": 228.5,
  "smiles": "C#[N+][S-].ClC(Cl)Cl",
  "gap_ev": 8.67
}


No. 3
{
  "formula": "C2H2Cl3NSi",
  "method": "ωB97M-V/def2-TZVPD",
  "species": ["C", "C", "N", "Si", "Cl", "Cl", "Cl", "H", "H"],
  "coordinates": [[1.51246, 0.02482, -0.29738], [0.42191, 0.61739, -0.94592], [2.31552, -0.61690, 0.23362], [-1.32149, 0.26040, -0.74898], [0.45340, -1.40434, 2.77875], [-2.64690, 1.33818, -1.73895], [-2.07199, -1.30291, 0.27246], [0.52948, 1.70689, -1.32838], [0.80761, -0.62352, 1.77477]],
  "lumo_energy_ev": -0.82,
  "relative_energy_kj_mol": 308.5,
  "smiles": "N#CC=[Si](Cl)Cl.Cl",
  "gap_ev": 8.47
}


No. 4
{
  "formula": "C2H2ClF",
  "method": "ωB97M-V/def2-TZVPD",
  "species": ["C", "C", "H", "H", "F", "Cl"],
  "coordinates": [[-0.97577, -0.42340, -0.03469], [-0.07323, 0.45813, 0.00654], [-0.87680, -1.43474, 0.12125], [-0.07844, 1.52831, 0.04202], [-2.17758, 0.08692, 0.00294], [1.57926, -0.06378, -0.00123]],
  "lumo_energy_ev": 1.13,
  "relative_energy_kj_mol": 56.7,
  "smiles": "F/C=C/Cl",
  "gap_ev": 10.89
}


No. 5
{
  "formula": "C2H2ClF2I",
  "method": "ωB97M-V/def2-TZVPD",
  "species": ["C", "C", "F", "F", "Cl", "I", "H", "H"],
  "coordinates": [[-0.28232, -0.56267, 1.08288], [-2.46622, 0.90072, 0.01476], [0.45860, -0.87097, 0.00228], [-2.17675, 1.46461, -1.18493], [-2.87966, 2.08695, 1.17086], [-3.99982, -0.64817, -0.22086], [0.21537, 0.14702, 1.87872], [-0.81341, -1.48328, 1.47061]],
  "lumo_energy_ev": [-0.27, -1.20],
  "relative_energy_kj_mol": 393.4,
  "gap_ev": [8.73, 7.86]
}


No. 6
{
  "formula": "C2H2ClF2NO3",
  "method": "ωB97M-V/def2-TZVPD",
  "species": ["C", "C", "N", "O", "O", "O", "F", "F", "Cl", "H", "H"],
  "coordinates": [[0.38255, 0.27126, 0.02230], [-0.63292, 1.44462, 0.19170], [-2.07374, 1.02015, 0.16645], [-2.55422, 0.60935, 1.20842], [-2.58078, 1.01695, -0.92636], [1.45794, 0.59276, -0.74550], [-0.45778, 2.12452, 1.33636], [-0.45288, 2.20903, -0.88422], [2.63932, 1.60004, 0.03174], [-0.21674, -0.30172, -0.66606], [0.62625, -0.20031, 1.06581]],
  "lumo_energy_ev": [-0.72, -3.69],
  "s2": 2.008,
  "multiplicity": 3,
  "relative_energy_kj_mol": 0.0,
  "gap_ev": [7.43, 7.90]
}


No. 7
{
  "formula": "C2H2ClF3",
  "method": "ωB97M-V/def2-TZVPD",
  "species": ["C", "C", "H", "H", "F", "F", "F", "Cl"],
  "coordinates": [[-0.54094, -1.03288, -0.49382], [0.35288, -0.21705, -0.02033], [-0.67395, -0.74361, -1.45418], [-0.38466, -2.13957, -0.55049], [-1.72192, -0.62283, 0.16389], [1.51290, -0.20472, -0.75838], [0.96779, -0.55634, 1.16096], [-0.27305, 1.34340, -0.00051]],
  "lumo_energy_ev": 0.80,
  "relative_energy_kj_mol": 226.1,
  "smiles": "FCC(F)(F)Cl",
  "gap_ev": 12.60
}


No. 8
{
  "formula": "C2H2ClINO2",
  "method": "ωB97M-V/def2-TZVPD",
  "species": ["C", "C", "N", "O", "O", "Cl", "I", "H", "H"],
  "coordinates": [[-1.02943, -1.97155, -0.61847], [-0.96443, 1.64683, 0.22440], [-0.66585, -1.84549, 0.50245], [-1.54419, 2.57348, 0.67138], [-1.67828, -2.23409, -1.55823], [1.13225, -1.44150, 1.03439], [6.05565, 0.92964, -0.04642], [-1.37868, 0.63610, 0.18768], [0.07297, 1.70657, -0.39718]],
  "lumo_energy_ev": 0.01,
  "relative_energy_kj_mol": 173.2,
  "charge": -1,
  "gap_ev": 3.44
}


No. 9
{
  "formula": "C2H2ClIO",
  "method": "ωB97M-V/def2-TZVPD",
  "species": ["C", "C", "O", "Cl", "I", "H", "H"],
  "coordinates": [[-0.48598, -0.76554, -0.76355], [0.12667, 0.42123, 0.58744], [-1.39746, -1.41554, -0.50453], [-0.38310, 1.97519, -0.04257], [2.27026, 0.05953, 0.67889], [0.04411, -0.59360, -1.63629], [-0.17450, 0.31873, 1.68062]],
  "lumo_energy_ev": 0.11,
  "relative_energy_kj_mol": 121.3,
  "smiles": "O=C[C@H](Cl)I",
  "gap_ev": 9.50
}


No. 10
{
  "formula": "C2H2ClN2O2",
  "method": "ωB97M-V/def2-TZVPD",
  "species": ["C", "C", "N", "N", "O", "O", "Cl", "H", "H"],
  "coordinates": [[0.81557, -0.34737, -0.04998], [-0.71217, -0.65460, -0.50185], [-0.61295, 1.24119, 0.40053], [0.57190, 0.84402, 0.58412], [-1.35231, -1.59388, -0.64021], [-1.33158, 0.51355, -0.54419], [2.65370, -1.18993, -0.42599], [0.98559, -1.09729, 0.68735], [-1.01776, 2.28430, 0.49024]],
  "lumo_energy_ev": -8.32,
  "relative_energy_kj_mol": 317.0,
  "charge": 1,
  "smiles": "O=C1O[NH+]=N[C@@H]1Cl",
  "gap_ev": 8.08
}


No. 11
{
  "formula": "C2H2ClN3",
  "method": "ωB97M-V/def2-TZVPD",
  "species": ["C", "C", "H", "H", "N", "N", "N", "Cl"],
  "coordinates": [[-0.92587, 0.16481, -0.30394], [0.04506, -0.72254, 0.04902], [-0.01737, -1.81873, 0.32191], [1.98117, -0.17466, 0.64080], [1.05112, 0.12693, 0.34896], [0.79641, 1.40060, 0.12669], [-0.45603, 1.45259, -0.33420], [-2.47449, -0.42899, -0.84923]],
  "lumo_energy_ev": 0.70,
  "relative_energy_kj_mol": 93.9,
  "smiles": "Clc1c[nH]nn1",
  "gap_ev": 10.54
}


No. 12
{
  "formula": "C2H2ClN3",
  "method": "ωB97M-V/def2-TZVPD",
  "species": ["C", "C", "N", "N", "N", "Cl", "H", "H"],
  "coordinates": [[1.13663, -0.81295, -0.16777], [0.38076, 0.40660, -0.42256], [1.54178, -1.84765, 0.12970], [-1.61055, -0.25188, 0.34449], [-0.69694, 0.48433, 0.60412], [1.59376, 1.78300, -0.09480], [0.03358, 0.56519, -1.53941], [-2.37903, -0.32664, 1.14623]],
  "lumo_energy_ev": -0.15,
  "relative_energy_kj_mol": 222.4,
  "smiles": "[H]/N=N/[C@@H](Cl)C#N",
  "gap_ev": 10.06
}